21
Properties=species:S:1:pos:R:3:lowdin_charge:R:1 method="wB97M-V/def2-TZVPD" total_charge=+1 molar_mass_da=112.1 homo_lumo_gap_ev=4.79 e_above_lowest_ev=8.516
O -1.118 -1.158 -2.473 -0.065
C -1.122 -0.526 -1.115 -0.156
C -0.226 -1.125 0.041 -0.196
N 1.216 -1.109 -0.205 -0.003
C 2.025 -1.318 1.023 -0.036
H -0.636 -2.042 -2.384 0.123
H -1.035 0.605 -1.306 0.161
H -2.109 -0.697 -0.768 0.102
H -0.523 -2.131 0.352 0.145
H -0.611 -0.461 0.808 0.085
H -0.078 -0.578 2.303 0.382
H 1.434 -0.184 -0.601 0.149
H 1.331 -1.598 1.871 0.070
H 2.714 -0.397 1.211 0.147
H 2.700 -2.137 0.842 0.102
H 0.319 4.783 -4.075 0.071
H 1.128 3.507 -4.010 -0.034
O 0.275 3.794 -4.061 -0.037
H -1.181 1.063 3.929 -0.033
H -2.473 0.455 4.393 0.016
O -2.030 1.254 4.226 0.009


27
Properties=species:S:1:pos:R:3:lowdin_charge:R:1 method="wB97M-V/def2-TZVPD" total_charge=-2 molar_mass_da=244.2 homo_lumo_gap_ev=6.56 e_above_lowest_ev=0.265
C -1.502 -0.347 -1.504 -0.095
C -0.772 -1.576 1.875 -0.105
C 3.133 1.554 -0.789 -0.140
C -0.127 -0.374 -0.835 -0.263
C -0.750 -0.068 1.660 -0.254
C -0.133 0.416 0.413 -0.165
O -1.922 2.082 0.042 -0.414
O 0.027 2.999 1.425 -0.412
O 0.296 2.653 -1.112 -0.416
O 4.257 -0.299 0.693 -0.410
O 2.721 -1.048 -1.022 -0.390
O 1.899 0.070 1.021 -0.325
P -0.402 2.282 0.178 0.080
S 2.979 -0.044 0.011 0.423
H -1.439 -0.738 -2.522 0.062
H -2.228 -0.938 -0.942 0.062
H -1.841 0.686 -1.521 0.045
H -1.235 -1.823 2.832 0.056
H 0.254 -1.940 1.869 0.069
H -1.325 -2.081 1.086 0.056
H 2.140 2.007 -0.811 0.010
H 3.820 2.133 -0.188 0.048
H 3.523 1.382 -1.784 0.049
H 0.589 0.097 -1.509 0.095
H 0.199 -1.404 -0.657 0.102
H -1.757 0.358 1.645 0.117
H -0.217 0.434 2.469 0.115


8
Properties=species:S:1:pos:R:3:lowdin_charge:R:1 method="wB97M-V/def2-TZVPD" total_charge=0 molar_mass_da=90.5 homo_lumo_gap_ev=9.69 smiles="C=C(Cl)C=O" e_above_lowest_ev=2.154
C 0.656 0.005 -0.156 -0.726
C 0.148 -1.201 0.161 -0.068
C -0.439 1.269 0.148 -0.211
H -0.951 -1.373 0.745 0.136
H 0.532 -2.130 -0.170 0.034
H -1.088 0.904 1.218 0.168
O -0.362 2.425 -0.330 -0.010
Cl 1.505 0.101 -1.615 0.677


32
Properties=species:S:1:pos:R:3:lowdin_charge:R:1 method="wB97M-V/def2-TZVPD" total_charge=0 molar_mass_da=243.3 homo_lumo_gap_ev=9.07 e_above_lowest_ev=1.825
C 3.282 -1.601 -1.159 -0.055
C 1.654 1.650 0.887 0.048
C 1.947 -0.882 -0.826 -0.224
C -1.167 1.154 -1.215 -0.221
C -1.925 1.282 1.263 -0.287
C -0.957 0.554 0.249 -0.210
C 0.930 0.248 1.057 -0.452
N 1.479 -0.812 0.522 0.031
O -1.047 -1.811 -1.236 -0.196
O -1.194 -2.017 1.326 -0.313
O -3.151 -1.181 0.048 -0.319
O -2.327 0.645 -1.903 -0.090
O -3.121 1.789 0.785 -0.061
O 0.466 -0.049 2.338 0.007
S -1.672 -1.224 0.179 0.758
H 3.406 -1.612 -2.191 0.049
H 4.105 -1.089 -0.653 0.077
H 3.353 -2.602 -0.853 0.052
H 1.131 2.314 1.608 0.097
H 1.395 1.918 -0.075 0.037
H 2.681 1.451 1.178 0.095
H 1.178 -1.404 -1.460 0.108
H 1.878 0.119 -1.310 0.121
H -0.272 1.066 -1.866 0.115
H -1.263 2.199 -1.052 0.099
H -2.078 0.612 2.182 0.143
H -1.317 2.136 1.628 0.125
H 1.174 -1.681 0.789 0.109
H -1.599 -2.180 -1.948 0.112
H -3.062 0.728 -1.272 0.065
H -3.868 1.146 0.885 0.120
H -0.041 -0.866 2.094 0.059


46
Properties=species:S:1:pos:R:3:lowdin_charge:R:1 method="wB97M-V/def2-TZVPD" total_charge=+1 molar_mass_da=358.3 spin_multiplicity=2 homo_lumo_gap_ev="8.69 / 2.25"
C -1.952 6.470 0.420 -0.029
C -0.617 6.911 1.012 -0.035
O -0.699 8.351 0.913 0.151
C -1.637 8.670 0.012 -0.407
O -1.905 9.825 -0.300 0.508
O -2.253 7.598 -0.391 0.159
H -2.787 6.386 1.115 0.158
H -1.667 5.600 -0.172 0.153
H 0.212 6.397 0.526 0.116
H -0.621 6.702 2.081 0.159
C 1.697 1.166 -0.654 -0.065
C 0.744 1.439 -1.820 -0.065
O 0.400 2.851 -1.611 0.012
C 1.006 3.411 -0.521 -0.506
O 1.196 4.607 -0.279 0.081
O 1.747 2.450 0.064 0.051
H 2.625 0.787 -1.082 0.130
H 1.285 0.519 0.120 0.113
H -0.311 1.177 -1.734 0.130
H 1.218 1.324 -2.794 0.134
C 0.154 -4.377 2.600 -0.093
C 0.252 -2.997 2.271 -0.316
O 0.973 -2.730 1.072 -0.172
P 0.157 -2.513 -0.304 0.473
O -0.586 -1.200 -0.280 -0.271
O 1.164 -2.693 -1.518 -0.181
C 2.084 -3.778 -1.516 -0.278
C 3.464 -3.350 -1.228 -0.074
O -0.875 -3.769 -0.397 -0.212
C -2.228 -3.566 0.186 -0.232
C -3.204 -4.266 -0.774 -0.052
H 1.138 -4.837 2.501 0.093
H -0.050 -4.648 3.636 0.098
H -0.489 -4.958 1.939 0.076
H -0.745 -2.558 2.278 0.116
H 0.771 -2.404 3.023 0.133
H 1.683 -4.503 -0.809 0.124
H 2.080 -3.836 -2.605 0.135
H 4.202 -3.982 -1.721 0.088
H 3.498 -2.313 -1.561 0.087
H 3.727 -3.466 -0.177 0.080
H -2.216 -4.024 1.175 0.098
H -2.446 -2.500 0.258 0.101
H -2.630 -4.349 -1.697 0.081
H -3.398 -5.278 -0.420 0.073
H -4.160 -3.746 -0.834 0.078


61
Properties=species:S:1:pos:R:3:lowdin_charge:R:1 method="wB97M-V/def2-TZVPD" total_charge=0 molar_mass_da=672.5 spin_multiplicity=2 homo_lumo_gap_ev="7.25 / 7.44" e_above_lowest_ev=3.605
Ru -0.297 0.054 0.181 1.492
C 1.453 6.717 -0.820 -0.073
O 2.688 6.021 -0.776 -0.065
C 2.648 4.679 -0.642 -0.276
C 3.901 4.037 -0.591 -0.006
C 3.943 2.682 -0.455 -0.021
C 2.773 1.902 -0.338 -0.112
C 2.839 0.483 -0.138 -0.340
C 4.113 -0.254 -0.455 0.007
O 1.898 -0.172 0.334 -0.066
C 1.520 2.542 -0.385 -0.304
O 0.368 1.934 -0.318 -0.206
C 1.486 3.944 -0.555 0.056
H 1.702 7.770 -0.902 0.093
H 0.874 6.550 0.091 0.095
H 0.860 6.412 -1.685 0.097
H 4.803 4.628 -0.658 0.118
H 4.909 2.197 -0.402 0.114
H 4.541 0.099 -1.392 0.098
H 3.892 -1.312 -0.527 0.060
H 4.840 -0.092 0.344 0.100
H 0.503 4.388 -0.607 0.112
O -3.536 -1.858 -0.721 0.077
C -2.455 -1.920 -0.163 -0.586
O -2.012 -1.065 0.714 -0.165
C -1.544 -3.070 -0.425 -0.070
C -1.970 -4.355 -0.221 0.074
C -1.084 -5.408 -0.413 -0.137
C 0.206 -5.167 -0.816 0.079
C 0.634 -3.867 -1.024 -0.036
C -0.235 -2.754 -0.846 -0.261
O 0.108 -1.529 -1.103 -0.148
N 2.035 -3.707 -1.421 -0.328
O 2.678 -4.720 -1.636 0.072
O 2.494 -2.589 -1.511 0.078
N -1.522 -6.778 -0.169 -0.360
O -0.725 -7.675 -0.359 0.079
O -2.665 -6.945 0.213 0.072
H -2.988 -4.556 0.087 0.138
H 0.892 -5.984 -0.976 0.132
N -0.141 -2.229 4.026 0.155
N -0.018 -0.893 3.742 -0.263
N 0.164 0.026 4.654 0.136
C 0.270 1.125 3.906 -0.172
N 0.155 0.850 2.605 0.018
N -0.028 -0.449 2.529 -0.008
H -0.504 -2.356 4.960 0.107
H -0.674 -2.689 3.298 0.108
H 0.426 2.106 4.318 0.110
N -5.109 0.116 -2.329 0.147
C -4.216 0.777 -1.545 -0.371
C -2.833 0.530 -1.666 -0.059
N -1.976 1.102 -0.852 -0.025
C -2.432 1.982 0.061 -0.137
C -3.771 2.294 0.089 -0.107
N -4.663 1.688 -0.692 0.142
H -4.835 -0.808 -2.626 0.096
H -6.072 0.212 -2.050 0.105
H -2.450 -0.143 -2.421 0.138
H -1.708 2.449 0.710 0.091
H -4.153 3.047 0.768 0.109


19
Properties=species:S:1:pos:R:3:lowdin_charge:R:1 method="wB97M-V/def2-TZVPD" total_charge=0 molar_mass_da=144.3 homo_lumo_gap_ev=8.44 smiles=CCCSS.O.O e_above_lowest_ev=2.043
C -0.921 1.558 1.502 -0.332
C -0.895 2.754 2.547 -0.086
C 0.537 1.149 1.094 -0.544
S 0.148 -0.316 0.053 0.348
S 1.621 -0.551 -1.252 0.238
H -1.392 0.657 1.770 0.045
H -1.399 1.910 0.462 0.137
H -0.189 2.665 3.362 0.068
H -1.845 2.814 3.014 0.049
H -0.733 3.606 1.943 0.052
H 1.068 1.983 0.589 0.082
H 1.150 0.711 1.906 0.074
H 2.314 0.631 -0.832 -0.126
H 5.102 -3.721 1.384 0.036
H 3.767 -3.408 0.584 0.072
O 4.560 -4.051 0.638 -0.113
H -6.616 0.923 -2.277 0.056
H -5.657 0.325 -3.087 0.023
O -6.585 0.552 -3.198 -0.079